*A*
Entry from the OMol25 dataset: 7 unconnected molecules or ions with the total composition H13O7 (ωB97M-V with the def2-TZVPD basis set).

Element x y z (Å)
H: 1.336 -1.333 -0.439
H: 0.301 -0.764 1.541
H: -0.526 1.813 -1.129
O: -0.007 -0.037 2.143
O: 2.185 0.221 -1.407
O: -1.627 -0.996 -1.105
H: 2.048 1.452 0.351
H: -2.455 -0.468 0.192
H: -0.255 -1.569 -0.478
H: -2.036 -1.486 -1.839
H: -2.710 -0.977 1.709
H: 2.399 -0.146 -2.270
O: 1.893 1.787 1.244
H: 1.217 0.738 -1.549
H: -0.796 0.206 -1.613
O: 0.650 -1.816 0.033
H: -0.926 0.237 1.812
H: 1.104 1.289 1.558
O: -2.632 -0.191 1.167
O: -0.299 1.158 -1.806

Its total charge is -1. The value obtained for the LUMO energy is 0.135 Ha. The HOMO energy comes out at -6.297 eV.

***

*B*
Entry from the OMol25 dataset: 7 unconnected molecules or ions with the total composition H13O7 (ωB97M-V with the def2-TZVPD basis set).

Element x y z (Å)
O: 0.764 2.917 -2.724
H: 0.715 -3.431 -0.832
H: -1.176 0.742 -1.740
H: -0.623 -2.675 -0.799
H: -1.324 -0.192 0.916
H: 1.024 -0.686 -0.291
H: 1.945 0.554 1.792
H: 0.161 2.381 -2.154
H: -0.638 0.964 1.837
O: 1.765 0.989 2.650
H: -1.706 -2.137 0.824
O: -1.081 -1.523 0.427
H: 0.192 3.578 -3.125
H: 1.536 0.255 3.231
H: 0.770 -1.256 1.038
O: -1.434 0.798 1.302
O: 1.498 -0.846 0.535
O: -1.139 1.559 -1.228
O: -0.051 -3.243 -1.385
H: -1.197 1.250 -0.272

Its total charge is -1. The value obtained for the LUMO energy is 0.135 Ha. The HOMO energy comes out at -5.795 eV.

***

Most stable: *A* (next structure +20.2 kJ/mol)

***

*A*
Entry from the OMol25 dataset: C4H7P3 in the gas phase (ωB97M-V with the def2-TZVPD basis set).

Element x y z (Å)
C: -2.519 -0.553 -1.844
P: 1.870 -0.563 0.833
H: -3.032 0.367 -1.878
H: -1.871 -0.369 -2.749
C: 0.396 0.361 0.325
C: -0.662 -0.184 -0.181
H: 0.234 1.344 0.493
H: -3.196 -1.378 -2.214
H: 3.559 1.820 0.415
P: 2.431 0.584 2.673
C: -1.827 -0.662 -0.532
P: 3.842 0.570 1.078
H: 3.178 -0.348 3.309
H: -2.403 -0.987 0.272

The value obtained for the LUMO energy is 0.022 Ha. The HOMO energy comes out at -8.852 eV. As for the SMILES: CC=C=CP1#[PH]P1.

***

*B*
Entry from the OMol25 dataset: C4H7P3 in the gas phase (ωB97M-V with the def2-TZVPD basis set).

Element x y z (Å)
H: -1.021 -1.789 0.354
P: -2.704 -0.553 -1.141
P: -3.174 -0.409 0.867
C: -0.455 0.507 0.340
C: 1.566 -0.565 -0.629
H: -0.074 2.962 0.188
C: 0.965 0.206 0.578
H: 1.547 1.121 0.705
H: 0.793 -1.105 -0.971
H: 1.076 -0.485 1.450
C: -1.519 -0.729 0.279
H: 2.396 -1.087 -0.358
H: 1.691 -0.076 -1.544
P: -1.086 2.003 -0.119

The value obtained for the LUMO energy is -0.033 Ha. The HOMO energy comes out at -8.461 eV.

***

Most stable: *A* (next structure +51.2 kJ/mol)